A structure of composition C4H7N, computed with wB97M-V/def2-TZVPD.

Geometry as XYZ:
```
12
Properties=species:S:1:pos:R:3:forces:R:3:lowdin_charge:R:1
C -1.597 -1.458 -0.282 -0.700 0.156 0.727 -0.130
C -0.190 0.531 -0.219 3.081 3.028 -4.327 -0.306
C 1.112 1.022 -0.159 -3.115 -1.255 0.342 -0.098
C 2.232 1.391 0.384 0.653 0.619 -0.326 -0.042
N -0.478 -0.710 0.212 2.500 1.217 4.107 -0.143
H -0.877 1.009 -0.919 -0.035 0.253 -0.006 0.110
H -0.029 0.012 1.173 -2.437 -4.200 -0.943 0.274
H -2.504 -0.848 -0.386 -0.098 -0.103 0.071 0.073
H -1.800 -2.310 0.373 -0.031 0.208 -0.078 0.077
H -1.364 -1.869 -1.275 0.239 0.197 0.167 0.085
H 2.318 2.176 1.130 -0.148 -0.371 0.512 0.052
H 3.175 1.053 -0.034 0.093 0.250 -0.246 0.047
```
Positions in Å, forces in eV/Å.

Calculated values
Gap between HOMO and LUMO   8.37 eV
ΔE to the lowest compared entry with this formula, charge and spin   123.34 kcal/mol
Charge   0